No. 1
Here is a molecular structure, C3H3O4Pb in a non-equilibrium geometry from the Open Molecules 2025 dataset. Energies are from ωB97M-V with the def2-TZVPD basis set.

XYZ file:
```
11
C3H3O4Pb, DFT ωB97M-V with the def2-TZVPD basis set
O -1.513 0.383 1.446
C -1.719 0.208 0.273
C -0.636 0.194 -0.773
H -2.745 0.032 -0.117
H -0.651 -0.794 -1.257
H -0.820 1.000 -1.498
O 1.012 -1.574 0.622
C 1.465 -0.666 -0.062
O 0.635 0.448 -0.209
O 2.666 -0.252 0.008
Pb 2.309 1.021 1.569
```

Output
Kohn-Sham gap: 7.58 eV
Charge: +1
HOMO energy: -14.0 eV
Spin multiplicity: 1

These are the Mulliken partial charges, in e, on atoms 1 to 6: -0.431, 0.021, -0.433, 0.381, 0.386, 0.356

No. 2
Here is a molecular structure, C22H30O2RhSi in a non-equilibrium geometry from the Open Molecules 2025 dataset. Energies are from ωB97M-V with the def2-TZVPD basis set.

XYZ file:
```
56
C22H30O2RhSi, DFT ωB97M-V with the def2-TZVPD basis set
C -0.952 -1.542 -0.430
C -2.140 -0.981 -0.950
C -1.798 -0.047 -1.982
H -3.134 -1.334 -0.689
C -0.349 -0.041 -2.098
C 0.154 -0.981 -1.122
H 1.156 -1.365 -0.982
H -0.952 -2.362 0.294
H -2.523 0.477 -2.593
H 0.244 0.528 -2.812
Rh -0.933 0.470 -0.257
C 1.812 4.535 -1.267
H 1.253 4.349 -2.224
H 1.682 5.591 -0.906
H 1.362 3.868 -0.562
Si -2.626 3.369 -1.158
C -4.418 3.617 -0.641
C -5.292 2.614 -1.126
H -4.876 1.671 -1.552
C -6.671 2.779 -0.967
H -7.358 1.964 -1.241
C -7.149 3.896 -0.239
H -8.203 3.982 0.033
C -6.265 4.920 0.182
H -6.614 5.754 0.798
C -4.882 4.795 -0.033
H -4.152 5.552 0.319
C -2.729 4.304 -2.786
C -3.925 4.806 -3.311
H -4.833 4.807 -2.721
C -4.018 5.218 -4.642
H -4.974 5.525 -5.027
C -2.909 5.215 -5.467
H -3.010 5.427 -6.541
C -1.671 4.897 -4.902
H -0.800 4.990 -5.553
C -1.548 4.472 -3.561
H -0.547 4.232 -3.166
H -1.713 4.131 -0.207
H 2.879 4.340 -1.316
C -1.184 -0.982 2.889
O -1.002 0.213 2.098
C -0.146 1.174 2.799
C 1.209 1.294 2.117
O 1.105 1.032 0.703
C 2.395 0.771 0.132
H -1.875 -0.731 3.706
H -1.589 -1.764 2.238
H -0.215 -1.292 3.319
H -0.015 0.843 3.845
H -0.686 2.145 2.770
H 1.609 2.319 2.191
H 1.932 0.580 2.563
H 2.965 1.709 0.216
H 2.885 -0.048 0.688
H 2.298 0.477 -0.923
```

Output
Kohn-Sham gap (alpha / beta): 7.56 / 5.75 eV
Charge: +1
HOMO energy (alpha / beta): -9.7 / -11.3 eV
Spin multiplicity: 5

These are the Mulliken partial charges, in e, on atoms 1 to 6: -0.730, -0.261, -0.815, 0.490, -0.538, -0.554

No. 3
Here is a molecular structure, C10H12N4O4Pd from the Open Molecules 2025 dataset. Energies are from ωB97M-V with the def2-TZVPD basis set.

XYZ file:
```
31
C10H12N4O4Pd, DFT ωB97M-V with the def2-TZVPD basis set
Pd -0.141 -0.380 -0.084
O 4.021 1.571 0.050
C 2.870 1.074 0.081
O 2.509 -0.113 0.099
C 1.737 2.128 0.064
C 2.040 3.447 0.407
C 1.043 4.402 0.407
C -0.239 4.029 0.027
C -0.462 2.706 -0.315
N 0.493 1.766 -0.277
H 3.068 3.666 0.655
H 1.260 5.426 0.693
H -1.058 4.737 -0.004
H -1.442 2.361 -0.620
N -3.927 -0.464 0.342
N -3.059 0.690 0.122
H -3.338 -1.160 0.808
H -4.040 -0.870 -0.582
H -2.117 0.290 -0.077
H -2.939 1.095 1.046
O -1.391 -1.883 1.551
C -0.816 -2.311 0.509
C 0.473 -3.145 0.559
C 0.375 -3.950 -0.731
C -0.763 -3.275 -1.507
O -1.017 -3.594 -2.672
N -1.443 -2.393 -0.732
H 0.509 -3.730 1.480
H 1.338 -2.478 0.552
H 0.059 -4.984 -0.555
H 1.284 -3.982 -1.332
```

Output
Kohn-Sham gap: 5.56 eV
Charge: -2
HOMO energy: -0.4 eV
Spin multiplicity: 1

These are the Mulliken partial charges, in e, on atoms 1 to 6: -0.236, -0.788, 0.237, -0.544, 0.299, -0.323

No. 4
Here is 2 unconnected molecules or ions with the total composition C6H10N3O in a non-equilibrium geometry from the Open Molecules 2025 dataset. Energies are from ωB97M-V with the def2-TZVPD basis set.

XYZ file:
```
20
C6H10N3O, DFT ωB97M-V with the def2-TZVPD basis set
C -3.484 -0.356 -0.538
C -2.208 -0.890 -0.644
C -2.261 0.895 0.663
C 0.797 -1.156 -0.036
C 2.872 0.671 0.132
C -0.099 -0.326 0.550
N -3.466 0.709 0.295
N -1.393 -0.121 0.227
N 1.930 1.431 -0.433
O 2.078 -1.132 0.577
H -4.335 -0.694 -1.050
H -1.656 -1.650 -1.191
H -1.999 1.732 1.270
H 0.603 -1.720 -0.947
H 3.349 0.835 1.058
H 2.659 -1.810 0.160
H 3.670 0.132 -0.531
H 0.036 0.159 1.566
H 1.482 1.215 -1.303
H 1.426 2.075 0.176
```

Output
Kohn-Sham gap: 8.04 eV
Charge: +1
HOMO energy: -12.2 eV
Spin multiplicity: 1

These are the Mulliken partial charges, in e, on atoms 1 to 6: -0.540, -0.151, -0.099, -0.722, -0.128, 0.390

No. 5
Here is a molecular structure, C17H16ClN3O7OsS3 in a non-equilibrium geometry from the Open Molecules 2025 dataset. Energies are from ωB97M-V with the def2-TZVPD basis set.

XYZ file:
```
48
C17H16ClN3O7OsS3, DFT ωB97M-V with the def2-TZVPD basis set
Os 0.014 -0.137 -0.967
C -4.156 -2.641 1.938
S -2.673 -2.362 2.936
C -1.680 -1.491 1.753
S -1.321 -2.241 0.291
N -1.268 -0.296 2.147
N -0.489 0.357 1.275
C 0.008 1.476 1.668
C 0.824 2.215 0.732
C 1.404 3.432 1.058
C 2.161 4.097 0.112
C 2.340 3.522 -1.136
C 1.757 2.296 -1.390
N 0.999 1.666 -0.487
H -4.859 -3.162 2.584
H -3.938 -3.259 1.070
H -4.586 -1.693 1.625
H -0.185 1.848 2.668
H 1.251 3.841 2.047
H 2.614 5.052 0.346
H 2.933 4.000 -1.901
H 1.899 1.791 -2.337
O -2.850 -1.745 -0.942
S -2.368 -0.779 -2.017
O -3.340 -0.642 -3.036
O -1.004 -1.299 -2.437
O -1.965 0.509 -1.305
C 4.629 -1.146 -3.248
C 4.952 0.078 -2.436
C 5.106 1.312 -3.066
C 5.460 2.436 -2.343
Cl 5.658 3.957 -3.174
C 5.660 2.376 -0.975
C 5.492 1.160 -0.336
C 5.147 0.023 -1.054
O 5.106 -1.158 -0.352
C 3.876 -1.872 -0.314
C 2.679 -0.957 -0.076
O 2.588 -0.249 0.901
O 1.772 -1.064 -1.028
H 4.866 -0.977 -4.297
H 3.568 -1.398 -3.180
H 5.202 -2.004 -2.898
H 4.979 1.384 -4.138
H 5.943 3.262 -0.423
H 5.631 1.065 0.732
H 3.961 -2.541 0.540
H 3.721 -2.460 -1.217
```

Output
Kohn-Sham gap (alpha / beta): 6.56 / 6.77 eV
HOMO energy (alpha / beta): -7.9 / -8.8 eV
Spin multiplicity: 5

These are the Mulliken partial charges, in e, on atoms 1 to 6: 1.430, -0.739, -0.052, 0.514, -0.135, -1.493

No. 6
Here is 7 unconnected molecules or ions with the total composition C32H84N6O10 in a non-equilibrium geometry from the Open Molecules 2025 dataset. Energies are from ωB97M-V with the def2-TZVPD basis set.

XYZ file:
```
132
C32H84N6O10, DFT ωB97M-V with the def2-TZVPD basis set
C -10.644 0.032 1.071
O -9.917 0.669 0.120
C -9.684 -0.170 -0.979
C -8.476 -1.065 -0.749
N -7.395 -0.370 -0.158
C -6.879 0.743 -0.938
C -6.693 0.391 -2.399
O -5.747 1.263 -2.944
C -5.320 0.875 -4.205
H -11.608 -0.264 0.638
H -10.828 0.695 1.910
H -10.139 -0.855 1.475
H -9.436 0.495 -1.815
H -10.636 -0.652 -1.236
H -8.214 -1.542 -1.694
H -8.793 -1.886 -0.097
H -7.753 0.018 0.710
H -5.927 1.052 -0.509
H -7.617 1.563 -0.934
H -7.633 0.490 -2.946
H -6.245 -0.618 -2.471
H -6.086 0.343 -4.792
H -4.463 0.179 -4.136
H -5.022 1.755 -4.771
C -3.059 1.590 -1.051
O -1.885 1.986 -1.719
C -2.075 2.097 -3.054
C -0.928 2.856 -3.677
N 0.329 2.110 -3.709
C 1.335 2.631 -4.633
C 2.124 3.775 -4.064
O 1.282 4.875 -3.897
C 1.986 5.955 -3.384
H -3.664 2.492 -0.864
H -2.752 1.348 -0.028
H -3.571 0.831 -1.628
H -2.999 2.639 -3.340
H -2.245 1.110 -3.513
H -0.813 3.779 -3.133
H -1.243 2.983 -4.731
H 0.237 1.110 -3.741
H 0.901 2.905 -5.622
H 2.028 1.826 -4.908
H 2.909 4.120 -4.756
H 2.533 3.500 -3.088
H 1.307 6.810 -3.301
H 2.817 6.292 -4.024
H 2.344 5.763 -2.358
C 0.651 -6.112 4.063
O 1.770 -5.217 4.101
C 1.960 -4.542 2.959
C 3.276 -3.765 3.015
N 3.274 -2.853 4.222
C 4.645 -2.538 4.546
C 4.800 -1.703 5.832
O 4.004 -2.222 6.823
C 3.819 -1.323 7.883
H 0.640 -6.668 3.123
H -0.263 -5.534 4.258
H 0.774 -6.782 4.911
H 1.171 -3.855 2.612
H 2.062 -5.311 2.165
H 3.297 -3.094 2.148
H 4.164 -4.413 3.031
H 2.885 -3.474 4.937
H 5.165 -1.972 3.766
H 5.241 -3.461 4.707
H 4.559 -0.658 5.557
H 5.869 -1.725 6.098
H 4.777 -1.056 8.344
H 3.127 -1.767 8.588
H 3.354 -0.395 7.508
C 1.006 -0.816 0.616
C 1.361 -0.651 -0.836
C 0.362 -1.331 -1.765
O 0.763 -1.110 -3.121
C -0.235 -1.394 -4.048
N 1.625 0.760 -1.196
H 1.206 -1.844 0.898
H -0.036 -0.544 0.789
H 1.606 -0.068 1.135
H 2.325 -1.154 -1.041
H -0.617 -0.841 -1.585
H 0.298 -2.409 -1.532
H -1.206 -0.976 -3.763
H -0.362 -2.483 -4.095
H 0.075 -0.961 -4.993
H 1.697 0.772 -2.227
H 0.726 1.286 -1.126
C 6.203 0.319 -5.587
C 5.070 0.508 -4.572
C 5.179 1.773 -3.827
O 4.230 1.732 -2.793
C 4.362 2.804 -1.877
N 3.733 0.381 -5.260
H 6.400 1.263 -6.108
H 5.963 -0.425 -6.342
H 7.103 -0.072 -5.098
H 5.154 -0.297 -3.840
H 5.141 2.713 -4.415
H 6.221 1.813 -3.418
H 5.405 2.910 -1.585
H 3.824 2.446 -0.987
H 3.782 3.662 -2.218
H 3.043 0.112 -4.570
H 3.519 1.179 -5.826
C -2.505 -2.851 4.630
C -2.046 -1.581 3.967
C -0.641 -1.293 4.342
O -0.267 -0.081 3.748
C 1.046 0.294 4.116
N -2.072 -1.765 2.478
H -2.379 -2.806 5.714
H -1.964 -3.711 4.231
H -3.562 -3.031 4.409
H -2.663 -0.723 4.291
H -0.017 -2.121 3.971
H -0.589 -1.239 5.446
H 1.241 1.330 3.814
H 1.767 -0.377 3.645
H 1.099 0.409 5.214
H -3.000 -2.035 2.155
H -1.814 -0.875 2.048
C 4.095 2.184 3.027
C 5.370 1.738 2.342
O 5.400 0.365 2.138
H 4.107 3.220 3.331
H 3.942 1.434 3.807
H 3.269 2.002 2.324
H 6.166 2.109 2.997
H 5.571 2.243 1.386
H 4.761 0.019 1.515
```

Output
Kohn-Sham gap: 8.96 eV
HOMO energy: -8.3 eV
Spin multiplicity: 1

These are the Mulliken partial charges, in e, on atoms 1 to 6: -0.732, -0.358, -0.389, -0.912, -0.327, -0.390